Below is the molecule C2H7N5O, with properties calculated with the ωB97M-V functional and the def2-TZVPD basis.

CARTESIAN COORDINATES (ANGSTROEM)
O (2.71, 1.01, 0.24)
N (-1.64, 1.36, -0.30)
N (-0.82, -0.86, 0.12)
N (0.50, -0.18, 0.18)
N (2.71, -0.25, -0.29)
N (-3.20, -0.27, 0.09)
C (-1.85, 0.16, -0.05)
C (1.45, -0.90, -0.09)
H (-0.66, 1.57, -0.31)
H (-0.89, -1.63, -0.62)
H (1.86, 1.08, 0.70)
H (-3.84, 0.50, -0.18)
H (1.51, -1.90, -0.56)
H (-3.40, -0.86, 1.01)
H (3.31, -0.92, 0.27)

Results
HOMO level: -9.0836 eV
SMILES: [H]/N=C(/N)N/N=C/NO
net charge: 0

Atom charges from the Mulliken analysis, given in e for atoms 1 to 2:
1. O -0.37
2. N -0.67

Below is the molecule C2H7N5O, with properties calculated with the ωB97M-V functional and the def2-TZVPD basis.

CARTESIAN COORDINATES (ANGSTROEM)
O (-2.24, 0.85, -0.49)
N (-0.93, -1.34, -1.37)
N (1.97, 0.95, 1.63)
N (-0.13, -1.33, -0.26)
N (1.33, -0.20, 1.11)
N (0.05, 1.09, -0.36)
C (0.34, -0.07, 0.16)
C (-1.19, 1.34, -0.87)
H (-0.37, -1.94, 0.53)
H (-1.23, 2.22, -1.56)
H (1.97, 1.66, 0.91)
H (-0.91, -2.28, -1.77)
H (-1.92, -1.21, -1.12)
H (1.36, 1.27, 2.38)
H (1.91, -1.02, 1.10)

Results
HOMO level: -9.5013 eV
SMILES: NNC(=NC=O)NN
net charge: 0

Atom charges from the Mulliken analysis, given in e for atoms 1 to 2:
1. O -0.58
2. N -0.64

Below is the molecule C2H7N5S, with properties calculated with the ωB97M-V functional and the def2-TZVPD basis.

CARTESIAN COORDINATES (ANGSTROEM)
S (-1.77, -1.74, -0.57)
N (-0.49, -0.88, 0.18)
N (2.19, -0.89, 0.50)
N (-2.07, 1.41, 0.19)
N (2.29, -0.13, -0.66)
N (-0.86, 1.41, -0.41)
C (-0.15, 0.35, -0.38)
C (1.21, 0.44, -1.03)
H (3.11, -1.27, 0.74)
H (-2.34, 2.38, 0.32)
H (-2.76, -1.41, 0.29)
H (0.32, -1.49, 0.31)
H (1.39, 1.13, -1.86)
H (-1.94, 0.99, 1.11)
H (1.86, -0.31, 1.27)

Results
HOMO level: -8.5186 eV
SMILES: N/N=C\C(=N\N)NS
net charge: 0

Atom charges from the Mulliken analysis, given in e for atoms 1 to 2:
1. S -0.15
2. N -0.42

Values for max |F|, eV Å⁻¹, ordered as above
5.003; 2.543; 1.501
Values for energy, eV, ordered as above
-11681.9893; -11683.8501; -20470.5479
Values for energy relative to the best compared isomer or geometry (same formula, charge and spin), kcal per mole, ordered as above
74.2; 31.3; 29.6